# 1
Here is 3 unconnected molecules or ions with the total composition C3H8O4S in a non-equilibrium geometry from OMol25. Energies are from wB97M-V/def2-TZVPD.

total charge = -2
Kohn-Sham gap = 5.5761 eV
LUMO = 0.22572 hartree

Last column: natural (NBO) charge in e.
CARTESIAN COORDINATES (ANGSTROEM)
1 S -2.2773 0.4818 -2.3275  -0.84
2 O 0.8301 0.7564 0.7629  -0.83
3 O -0.2149 -0.6621 2.6057  -1.01
4 O -0.5035 -2.9001 1.0157  -0.99
5 O 2.5925 1.4847 -0.4189  -0.82
6 C -0.9785 0.6624 -0.9674  -0.47
7 C 1.3788 1.1818 -0.2419  0.79
8 C 0.4449 1.0606 -1.5209  -0.54
9 H -0.2360 -0.0701 1.7905  0.53
10 H -0.3327 -2.0503 1.4053  0.49
11 H 0.9713 0.3208 -2.1103  0.20
12 H 0.3528 1.9572 -2.1306  0.19
13 H -0.9479 -0.3862 -0.5812  0.16
14 H -0.5264 -2.5605 0.0583  0.47
15 H 0.7136 -0.5713 2.8465  0.47
16 H -1.2670 1.2951 -0.1862  0.18

Atomic forces in eV per Å
S 0.261 0.451 0.389
O 0.029 -0.167 2.910
O -0.313 0.417 -0.397
O -0.132 -0.052 -3.204
O -0.574 0.251 0.406
C 0.550 -2.546 -3.235
C 1.033 0.094 -3.457
C -0.788 0.304 2.129
H 0.375 -0.328 0.737
H 0.190 0.914 1.472
H -0.421 -0.445 -0.368
H 0.170 0.198 0.081
H 0.258 0.940 0.054
H -0.117 -1.176 1.738
H -0.044 0.078 -0.166
H -0.477 1.067 0.912

***

# 2
Here is 2 unconnected molecules or ions with the total composition C3H11NO in a non-equilibrium geometry from OMol25. Energies are from wB97M-V/def2-TZVPD.

Kohn-Sham gap = 10.5967 eV
LUMO = 0.03955 hartree

Last column: natural (NBO) charge in e.
CARTESIAN COORDINATES (ANGSTROEM)
1 O 0.5726 -0.4626 0.4443  -0.55
2 N -0.9697 1.6956 1.9369  -1.11
3 C 0.2774 0.1590 -1.8877  -0.64
4 C 1.1923 -0.4747 -0.8011  -0.05
5 C -0.4661 -1.3731 0.6909  -0.25
6 H -0.6677 -1.4283 1.7528  0.20
7 H -1.3956 2.5001 1.5123  0.36
8 H 2.0187 0.2284 -0.7088  0.18
9 H -0.1812 -2.3488 0.2969  0.16
10 H 1.5261 -1.4337 -1.1994  0.16
11 H 0.0912 1.2095 -1.7084  0.21
12 H -0.5716 1.9847 2.8254  0.35
13 H -1.3457 -1.0865 0.1369  0.17
14 H 0.7534 0.0598 -2.8589  0.21
15 H -0.6264 -0.4501 -1.9051  0.20
16 H -0.2080 1.2208 1.4730  0.39

Atomic forces in eV per Å
O 0.559 0.079 1.161
N 0.106 -0.427 1.422
C 0.413 -1.140 0.372
C -0.651 1.818 -1.499
C 0.257 -0.456 -0.986
H 0.025 0.142 0.076
H 0.385 0.018 -0.567
H 0.437 -0.441 0.172
H 0.075 -0.374 0.217
H 0.066 -0.384 0.602
H -0.269 0.101 0.211
H -0.315 0.098 -0.011
H -0.658 0.202 0.066
H 0.083 0.002 -0.179
H -0.303 0.415 -0.222
H -0.210 0.346 -0.834

***

# 3
Here is a molecular structure, C5H11O3Tm in a non-equilibrium geometry from OMol25. Energies are from wB97M-V/def2-TZVPD.

total charge = +1
Kohn-Sham gap (alpha / beta) = 6.3498 / 5.9128 eV
multiplicity = 4
LUMO (alpha / beta) = -0.11533 / -0.19886 hartree

Last column: natural (NBO) charge in e.
CARTESIAN COORDINATES (ANGSTROEM)
1 Tm 1.1796 0.8579 2.0347  0.98
2 O 1.4794 -1.0546 0.7574  -0.66
3 O -2.8975 3.0213 -0.0279  -0.45
4 O -0.8899 0.3903 0.4592  -0.56
5 C 1.8916 -2.3035 1.2886  -0.27
6 C -0.3968 1.6279 -0.1046  -0.20
7 C 0.8091 -1.0857 -0.4951  -0.12
8 C -0.6628 -0.8011 -0.2577  -0.11
9 C -2.1277 2.6173 -0.9663  0.09
10 H 1.3015 -0.3365 -1.1297  0.21
11 H 0.0192 1.4773 -1.1195  0.21
12 H -1.0948 -1.5805 0.3854  0.23
13 H 0.9089 -2.0462 -1.0198  0.23
14 H 2.8438 -2.1553 1.8141  0.22
15 H -1.5578 3.3763 -1.5543  0.15
16 H -1.1694 -0.7521 -1.2346  0.21
17 H -0.2771 2.6032 0.3857  0.26
18 H -2.5171 1.8537 -1.6809  0.15
19 H 2.0423 -3.0433 0.4907  0.21
20 H 1.1155 -2.6665 1.9745  0.20

Atomic forces in eV per Å
Tm 0.009 0.056 0.659
O 0.294 0.260 -0.386
O 2.427 -1.389 -1.684
O 1.269 3.559 1.079
C 0.208 -0.989 0.535
C -1.084 -1.873 -2.027
C -0.274 0.184 -0.572
C 0.065 -0.653 -1.098
C -3.241 2.007 -0.002
H -0.256 -0.106 0.082
H -0.073 0.380 0.836
H -0.016 0.195 -0.396
H 0.072 0.136 0.371
H -0.334 -0.071 -0.071
H 0.472 -0.260 0.807
H -0.082 -0.139 0.330
H -0.207 -1.019 0.591
H 0.444 -0.488 0.826
H -0.008 0.307 0.186
H 0.314 -0.097 -0.066

***

Respective E values: -22265.8686 -6826.2107 -41022.3014 eV.
Respective ΔE to the lowest compared entry with this formula, charge and spin values: 19.7 23.9 48.8 kcal/mol.